This record from the OMol25 dataset describes a structure of composition C5H6Br2O. The level of theory is ωB97M-V/def2-TZVPD.

Computed properties:
2S+1	1
LUMO level (alpha / beta)	-1.6803 / -0.2631	eV
highest occupied orbital energy (alpha / beta)	-0.290 / -0.349	hartree
total charge	0

```
14
Properties=species:S:1:pos:R:3:forces:R:3:lowdin_charge:R:1
C -0.014 -0.780 -1.034 -2.18 2.88 0.69 -0.003
C 1.194 -1.371 -0.759 1.76 -1.77 -1.59 -0.352
C -0.691 0.199 -0.018 0.90 -0.17 -2.05 -0.478
C -0.641 -0.332 1.345 0.78 0.01 1.84 -1.105
C -0.192 1.684 -0.159 -0.26 -1.41 3.59 -0.057
O 1.637 -1.505 0.371 0.76 0.03 0.27 -0.025
Br -1.031 -2.112 1.683 -0.43 -0.20 -0.10 0.761
Br 0.377 0.431 2.789 -0.46 -0.07 -0.79 0.678
H -0.399 -0.723 -2.033 -0.11 -0.26 -0.38 0.104
H 1.760 -1.780 -1.712 -0.66 0.58 1.60 0.148
H -1.739 0.258 -0.269 -0.65 -0.32 -0.28 0.127
H 0.884 1.653 -0.105 0.39 0.40 -0.19 0.073
H -0.563 2.102 0.836 0.60 0.06 -1.40 0.071
H -0.581 2.276 -0.936 -0.44 0.24 -1.21 0.059
```
Forces are in eV/Å.


This record from the OMol25 dataset describes a cluster of 2 separate species, C5H6BrFN2O2S in total. The level of theory is ωB97M-V/def2-TZVPD.

Computed properties:
2S+1	1
LUMO level (alpha / beta)	-1.0523 / -1.0475	eV
highest occupied orbital energy (alpha / beta)	-0.304 / -0.304	hartree
total charge	0

```
18
Properties=species:S:1:pos:R:3:forces:R:3:lowdin_charge:R:1
C -0.009 0.450 -0.388 3.93 0.64 0.21 -0.467
C -1.349 -1.598 0.544 1.35 -0.53 -0.69 -0.179
C 0.127 -1.806 0.079 -1.06 -2.20 1.42 -0.235
C -2.125 -0.696 -0.417 0.91 0.66 1.23 -0.396
C 1.591 2.329 -0.464 -2.03 -2.56 -4.73 -0.740
N 0.633 -0.571 -0.210 -0.05 4.19 -1.61 0.061
N 1.977 2.134 0.789 1.33 -1.52 1.82 -0.497
O 2.817 1.229 0.939 -0.10 0.36 0.61 -0.047
O 1.403 2.726 1.674 -0.60 0.87 1.32 0.058
F 0.732 3.277 -0.813 0.58 0.52 0.38 0.024
S -1.550 1.070 -0.575 -0.11 -0.52 0.20 1.011
Br 2.814 1.687 -1.821 -0.81 0.83 0.44 0.773
H -1.919 -2.543 0.437 0.47 0.35 1.10 0.132
H -1.076 -1.168 1.501 -1.58 -0.09 0.73 0.122
H 0.836 -2.234 0.789 -0.65 -0.08 0.95 0.133
H 0.217 -2.562 -0.648 0.04 -0.38 -1.95 0.109
H -2.005 -1.144 -1.364 -0.56 -0.34 -1.33 0.073
H -3.114 -0.579 -0.052 -1.07 -0.20 -0.12 0.067
```
Forces are in eV/Å.


This record from the OMol25 dataset describes the molecule C5H6BrNO6. The level of theory is ωB97M-V/def2-TZVPD.

Computed properties:
2S+1	1
LUMO level	-0.1802	eV
SMILES	COC(=O)C(Br)(C(=O)OC)[N+](=O)[O-]
highest occupied orbital energy	-0.379	hartree
total charge	0

```
19
Properties=species:S:1:pos:R:3:forces:R:3:lowdin_charge:R:1
C 0.617 1.587 0.166 0.06 0.66 0.13 -0.495
C -0.258 -0.983 0.700 1.94 2.32 -1.88 -0.415
C -1.059 3.224 -0.121 -1.90 -3.43 2.88 0.043
C -0.341 -3.355 0.631 -1.25 -3.44 1.94 -0.054
C 1.029 0.101 -0.099 -2.59 -0.55 2.58 -0.532
N 0.831 -0.180 -1.539 1.51 0.43 0.24 -0.428
O 1.381 2.447 0.554 -0.58 -1.16 -0.37 0.092
O -1.275 -0.630 1.169 -0.05 -0.17 0.45 0.195
O 1.785 -0.551 -2.175 -0.13 -0.37 -0.53 0.056
O -0.253 0.108 -1.935 -1.49 -0.45 -1.31 0.125
O -0.681 1.786 -0.111 1.06 0.30 -0.25 -0.068
O 0.265 -2.127 0.418 1.69 -0.78 -0.25 -0.062
Br 2.750 -0.387 0.490 0.04 0.28 0.26 0.919
H -1.212 3.346 1.011 -0.45 0.91 -2.02 0.142
H -1.869 3.276 -0.848 -0.33 0.15 0.74 0.104
H -0.250 3.707 -0.467 2.71 2.18 -0.93 0.038
H -1.102 -3.307 1.461 0.14 0.21 -1.44 0.117
H 0.273 -4.257 1.016 0.42 2.21 -0.33 0.121
H -0.632 -3.806 -0.321 -0.82 0.69 0.07 0.100
```
Forces are in eV/Å.


This record from the OMol25 dataset describes a cluster of 2 separate species, C5H6BrNS in total. The level of theory is ωB97M-V/def2-TZVPD.

Computed properties:
2S+1	1
LUMO level	-0.0014	eV
highest occupied orbital energy	-0.320	hartree
total charge	0

```
14
Properties=species:S:1:pos:R:3:forces:R:3:lowdin_charge:R:1
C 2.310 0.997 0.303 1.69 -1.70 -1.48 -0.260
C 2.661 0.096 -0.693 0.33 -0.26 -1.25 -0.358
C 0.225 0.414 -0.304 -0.26 0.55 0.26 -0.706
C -2.130 -1.422 0.560 0.40 1.68 -1.74 0.034
C -1.304 0.521 -0.244 1.91 -3.21 3.90 -0.567
N 0.999 1.095 0.485 -1.91 1.06 1.15 -0.038
S 1.155 -0.506 -1.438 0.99 0.21 0.55 0.977
Br -1.914 1.905 0.940 0.05 -0.46 -0.41 0.659
H 3.039 1.553 0.898 -0.47 -0.18 -0.13 0.109
H 3.671 -0.213 -1.178 -2.05 0.71 1.21 0.093
H -1.806 -1.737 1.576 0.03 0.80 -0.86 0.035
H -1.986 -2.208 -0.218 0.39 0.79 0.60 0.023
H -3.162 -1.078 0.469 0.21 -0.03 0.48 0.001
H -1.759 0.585 -1.154 -1.31 0.03 -2.28 0.000
```
Forces are in eV/Å.


Max |F|
In order: 3.87, 5.75, 4.86, 5.39
Unit: eV Å⁻¹
Energy above the lowest of the compared OMol25 structures with the same formula, charge and spin
In order: 22.00, 0.00, 0.00, 63.40
Unit: kcal per mole